# 1
{
  "formula": "C5H11N",
  "method": "ωB97M-V/def2-TZVPD",
  "symbols": ["C", "C", "N", "C", "C", "C", "H", "H", "H", "H", "H", "H", "H", "H", "H", "H", "H"],
  "xyz": [[0.881, -1.751, 0.193], [0.772, -0.829, -1.028], [-0.143, 0.238, -0.745], [-0.001, 1.630, -0.942], [-0.205, 1.007, 0.451], [-1.493, 0.647, 1.207], [1.016, -2.792, -0.109], [1.718, -1.468, 0.838], [-0.029, -1.704, 0.803], [1.769, -0.486, -1.344], [0.324, -1.362, -1.872], [0.990, 1.969, -1.278], [-0.795, 2.197, -1.419], [0.657, 1.184, 1.094], [-2.267, 1.415, 1.218], [-1.292, 0.336, 2.241], [-1.902, -0.231, 0.692]],
  "forces_ev_per_a": [[0.04, -0.09, 0.02], [0.21, -0.18, -0.15], [-0.26, -0.34, -0.19], [-0.19, 0.21, 0.06], [-0.04, 0.06, 0.02], [-0.13, 0.25, -0.01], [0.10, 0.10, 0.03], [-0.12, -0.02, -0.09], [0.11, -0.02, -0.22], [-0.03, 0.06, 0.07], [0.29, -0.14, 0.00], [-0.10, 0.12, 0.69], [-0.21, -0.29, -0.10], [0.22, -0.47, -0.16], [0.08, 0.12, 0.05], [0.09, 0.31, -0.18], [-0.05, 0.32, 0.15]],
  "mulliken_charge": [-0.9855, -0.3737, -0.1563, -0.4453, -0.0262, -1.2451, 0.3480, 0.2989, 0.2337, 0.2269, 0.3242, 0.2636, 0.2348, 0.3326, 0.3362, 0.2805, 0.3528],
  "orbital_gap_ev": 9.9,
  "homo_energy_ev": -8.6,
  "charge": 0
}

=====

# 2
{
  "formula": "C2H8KO2",
  "method": "ωB97M-V/def2-TZVPD",
  "symbols": ["K", "C", "O", "H", "H", "H", "H", "C", "O", "H", "H", "H", "H"],
  "xyz": [[1.858, 14.643, 19.638], [1.709, 17.284, 22.414], [2.380, 16.112, 21.964], [1.060, 16.989, 23.238], [2.417, 17.965, 22.887], [1.174, 17.804, 21.619], [2.916, 15.747, 22.672], [4.129, 12.661, 22.125], [2.829, 12.501, 21.470], [4.146, 11.886, 22.891], [5.054, 12.703, 21.549], [3.947, 13.581, 22.680], [2.662, 11.586, 21.232]],
  "forces_ev_per_a": [[0.15, -0.08, 0.44], [0.27, 0.09, 1.52], [0.01, -0.37, -1.19], [-0.56, 0.18, -0.26], [0.13, 0.25, -0.37], [0.12, -0.40, -0.05], [-0.06, 0.16, 0.12], [-1.82, -0.16, 1.27], [0.72, 0.55, -0.93], [0.60, -0.06, -0.09], [-0.45, -0.14, -0.48], [0.61, 0.14, -0.08], [0.27, -0.18, 0.09]],
  "mulliken_charge": [0.9210, -0.5416, -0.4130, 0.2743, 0.2549, 0.2225, 0.2364, -0.4686, -0.4700, 0.3062, 0.2840, 0.0970, 0.2969],
  "orbital_gap_ev": 10.7,
  "homo_energy_ev": -14.4,
  "charge": 1
}

=====

# 3
{
  "formula": "C5H8N2S",
  "method": "ωB97M-V/def2-TZVPD",
  "symbols": ["C", "C", "C", "C", "C", "H", "H", "H", "H", "H", "H", "H", "H", "N", "N", "S"],
  "xyz": [[-2.576, 0.495, -0.414], [-0.806, -0.883, 0.489], [0.562, -1.037, 0.576], [0.535, 1.420, 0.489], [0.026, 0.181, 1.328], [-3.101, 1.062, -1.254], [-2.097, 1.078, 0.682], [-3.435, -0.098, 0.083], [-1.714, -1.230, -1.552], [-1.252, -1.620, 1.066], [1.096, -1.845, 1.239], [0.280, 2.455, 0.862], [-0.167, 0.343, 2.327], [-1.511, -0.498, -0.715], [1.156, 1.233, -0.540], [1.652, -0.397, -0.592]],
  "forces_ev_per_a": [[-0.57, -1.08, 3.67], [-2.70, 1.52, -1.55], [5.41, -1.59, 2.97], [-3.93, 0.40, 4.78], [-0.06, 0.88, -4.07], [1.61, -0.41, 1.07], [-1.68, -0.92, -4.00], [0.77, 0.97, -0.61], [0.78, 2.25, 3.21], [-1.46, -0.94, 1.54], [-1.42, 1.23, -1.56], [0.13, -1.09, -0.61], [-0.25, -0.23, 2.07], [-0.31, -0.01, -2.18], [2.64, -0.93, -2.44], [1.05, -0.06, -2.29]],
  "mulliken_charge": [-0.6989, -0.6065, 0.1620, 0.0731, -0.6338, 0.2678, 0.2229, 0.2636, 0.2525, 0.3616, 0.2961, 0.3593, 0.4345, -0.2092, -0.4439, -0.1012],
  "orbital_gap_ev": 9.3,
  "homo_energy_ev": -8.5,
  "charge": 0
}

=====

# 4
{
  "formula": "C10H24N4O20S3",
  "method": "ωB97M-V/def2-TZVPD",
  "symbols": ["C", "N", "O", "O", "H", "H", "H", "C", "N", "O", "O", "H", "H", "H", "C", "N", "O", "O", "H", "H", "H", "C", "N", "O", "O", "H", "H", "H", "O", "S", "O", "O", "C", "C", "O", "H", "H", "H", "H", "O", "S", "O", "O", "C", "C", "O", "H", "H", "H", "H", "O", "S", "O", "O", "C", "C", "O", "H", "H", "H", "H"],
  "xyz": [[3.136, -3.129, 2.418], [1.967, -2.306, 2.254], [1.965, -1.238, 2.771], [1.109, -2.773, 1.525], [3.546, -2.971, 3.416], [3.825, -2.730, 1.674], [2.856, -4.170, 2.257], [-3.184, -3.154, -2.771], [-2.409, -4.115, -2.004], [-2.832, -5.229, -1.803], [-1.314, -3.733, -1.543], [-3.078, -2.104, -2.499], [-4.222, -3.474, -2.680], [-2.877, -3.331, -3.802], [0.834, 1.588, 4.741], [2.193, 2.256, 4.885], [3.181, 1.790, 4.372], [2.225, 3.293, 5.593], [0.830, 0.696, 5.368], [0.613, 1.490, 3.678], [0.196, 2.310, 5.250], [-2.542, -3.171, 3.732], [-3.526, -2.517, 2.740], [-3.315, -2.744, 1.514], [-4.439, -1.822, 3.178], [-1.611, -3.203, 3.166], [-2.771, -4.230, 3.855], [-2.220, -2.668, 4.644], [-0.444, -1.412, -6.109], [0.402, -1.055, -4.965], [0.418, 0.327, -4.377], [0.169, -2.052, -3.714], [1.323, -2.292, -2.941], [2.549, -1.736, -3.722], [1.940, -1.665, -5.029], [1.091, -2.055, -1.903], [1.474, -3.360, -2.789], [3.436, -2.368, -3.679], [2.744, -0.757, -3.285], [0.611, 8.210, -0.011], [0.439, 7.476, -1.229], [0.719, 8.144, -2.498], [1.271, 6.062, -1.222], [0.471, 4.924, -1.324], [-0.963, 5.484, -1.821], [-1.045, 6.751, -1.263], [1.060, 4.230, -1.924], [0.342, 4.440, -0.357], [-1.832, 4.878, -1.561], [-1.003, 5.518, -2.910], [2.159, -0.010, 0.202], [1.143, 0.994, 0.415], [1.586, 2.335, 0.691], [0.066, 0.878, -0.833], [-1.190, 0.317, -0.511], [-1.042, -0.280, 0.862], [-0.061, 0.548, 1.460], [-2.037, 0.986, -0.659], [-1.356, -0.516, -1.194], [-0.668, -1.297, 0.747], [-1.905, -0.257, 1.526]],
  "forces_ev_per_a": [[1.19, -0.67, 0.45], [-0.43, -1.07, -0.81], [-0.45, 1.48, 0.86], [-0.68, 0.30, -0.04], [-0.03, 0.04, -0.16], [0.18, -0.37, 0.02], [0.22, 0.25, -0.16], [-1.24, -0.21, -1.04], [2.60, 0.21, 2.36], [-0.47, 0.19, -0.58], [-1.37, -0.11, -0.85], [0.49, -0.44, 0.26], [0.07, 0.13, -0.03], [0.00, 0.29, -0.05], [0.44, 1.22, 0.71], [0.44, 1.78, 1.48], [-0.56, -0.39, -0.23], [-0.40, -1.86, -1.25], [0.26, -0.23, -0.61], [0.07, -0.40, 0.29], [-0.23, -0.13, -0.41], [1.36, -0.37, -1.56], [-0.12, 0.17, -0.89], [-0.48, 0.51, 3.12], [1.34, -1.00, -0.61], [-0.06, 0.01, -0.34], [-0.63, 0.31, 0.19], [-1.36, 0.40, 0.00], [2.43, 0.66, 2.67], [0.69, 1.27, 2.42], [-0.05, -3.67, -2.33], [-2.03, 0.21, -0.82], [0.73, -1.66, 1.12], [-2.37, 0.87, 1.19], [0.38, 1.30, -2.00], [0.48, 1.27, -0.11], [-0.41, -0.42, -0.83], [-0.37, -0.03, -0.56], [0.40, 0.25, -0.64], [-0.41, -0.98, -0.89], [0.43, 0.05, -1.68], [-0.70, -1.32, 2.19], [0.07, 2.37, 0.44], [-1.85, -0.54, 0.08], [1.62, -1.98, -1.11], [0.99, 1.72, 0.77], [-0.70, 0.00, -0.55], [0.06, 0.23, 0.24], [0.26, 0.11, 0.68], [0.28, 0.32, -0.17], [-1.31, 0.83, 0.30], [-1.52, -1.06, -0.41], [-1.11, -1.34, -0.22], [1.60, 1.09, 0.02], [-0.94, -1.02, -0.75], [0.39, -0.31, 0.06], [2.34, 1.06, 0.74], [0.41, 0.58, 0.26], [0.08, 0.06, -0.27], [0.03, -0.05, 0.37], [-0.03, 0.10, -0.32]],
  "mulliken_charge": [-0.8805, 1.0059, -0.4541, -0.5739, 0.3178, 0.2938, 0.2976, -0.7227, 0.8926, -0.5277, -0.4712, 0.1877, 0.3518, 0.2935, -0.5107, 0.8859, -0.5152, -0.5446, 0.2589, 0.0749, 0.3779, -0.6384, 0.7911, -0.4349, -0.5039, 0.1485, 0.3172, 0.3330, -0.5429, 1.0550, -0.4985, -0.1431, -0.0387, -0.2203, -0.3878, -0.0380, 0.2605, 0.3348, 0.2366, -0.5153, 1.0680, -0.5317, -0.3283, -0.1012, -0.2046, -0.3367, 0.2689, 0.0921, 0.2955, 0.2872, -0.5727, 1.2309, -0.5895, -0.2720, 0.0214, 0.0083, -0.3946, 0.2751, -0.0465, 0.0133, 0.2642],
  "orbital_gap_ev": 10.2,
  "homo_energy_ev": -10.8,
  "charge": 0
}

=====

# 5
{
  "formula": "C4H5NO2",
  "method": "ωB97M-V/def2-TZVPD",
  "symbols": ["O", "C", "N", "C", "C", "O", "C", "H", "H", "H", "H", "H"],
  "xyz": [[1.426, 1.857, 1.614], [1.333, 0.950, 0.879], [1.363, 0.047, 0.073], [0.442, -1.001, -0.288], [-0.999, -0.666, 0.018], [-1.315, -0.429, 1.420], [-1.378, 0.626, 0.679], [0.151, 1.425, -1.564], [0.754, -1.923, 0.219], [0.524, -1.189, -1.364], [-1.773, -1.214, -0.511], [-0.539, 1.645, -1.399]],
  "forces_ev_per_a": [[0.04, -0.57, -0.49], [0.20, 0.17, 0.17], [0.09, 0.42, 0.49], [-0.15, -0.08, 0.01], [0.04, -0.13, -0.27], [-0.05, 0.23, 0.01], [-0.15, -0.42, 0.25], [-0.07, 0.15, -0.18], [-0.14, 0.08, -0.06], [0.00, 0.09, 0.16], [0.12, -0.03, 0.10], [0.07, 0.10, -0.17]],
  "mulliken_charge": [-0.4514, 0.7433, -0.4619, -0.5872, 0.3132, -0.1580, -0.4605, -0.0455, 0.3244, 0.3223, 0.4025, 0.0587],
  "orbital_gap_ev": 10.1,
  "homo_energy_ev": -10.0,
  "charge": 0
}

=====

# 6
{
  "formula": "C20H29N4O5S6V",
  "method": "ωB97M-V/def2-TZVPD",
  "symbols": ["V", "C", "C", "N", "C", "C", "N", "C", "C", "N", "H", "H", "H", "H", "H", "H", "H", "H", "H", "H", "H", "H", "H", "H", "H", "S", "C", "S", "C", "C", "S", "S", "S", "C", "O", "C", "C", "O", "C", "H", "H", "H", "H", "H", "H", "H", "H", "H", "H", "O", "S", "O", "N", "C", "O", "C", "C", "C", "C", "C", "C", "H", "H", "H", "H"],
  "xyz": [[0.048, -0.513, 0.460], [-1.255, 1.166, -2.739], [0.290, 1.122, -2.683], [0.798, -0.074, -2.037], [0.837, -1.280, -2.849], [-0.540, -1.968, -2.917], [-1.122, -2.008, -1.600], [-2.546, -1.815, -1.463], [-2.959, -0.361, -1.818], [-1.879, 0.571, -1.585], [-1.585, 0.623, -3.628], [-1.549, 2.219, -2.881], [0.635, 1.974, -2.096], [0.676, 1.218, -3.717], [1.732, 0.113, -1.684], [1.545, -1.968, -2.376], [1.189, -1.069, -3.875], [-0.400, -2.972, -3.354], [-1.199, -1.414, -3.586], [-0.811, -2.811, -1.064], [-2.781, -1.994, -0.411], [-3.142, -2.517, -2.081], [-3.838, -0.097, -1.220], [-3.268, -0.323, -2.872], [-2.062, 1.219, -0.832], [2.841, -6.571, 3.451], [2.194, -5.258, 2.710], [3.123, -4.117, 1.779], [1.778, -3.077, 1.311], [0.554, -3.434, 1.784], [-0.912, -2.585, 1.484], [0.498, -4.884, 2.778], [2.059, -1.693, 0.327], [3.059, 0.628, 2.666], [1.720, 1.007, 2.449], [1.531, 2.399, 2.359], [1.667, 2.897, 0.911], [0.563, 2.592, 0.097], [-0.575, 3.406, 0.336], [3.088, -0.461, 2.641], [3.731, 1.011, 1.888], [3.410, 0.987, 3.644], [2.247, 2.927, 3.004], [0.519, 2.607, 2.720], [2.520, 2.397, 0.438], [1.842, 3.985, 0.912], [-0.271, 4.445, 0.519], [-1.184, 3.056, 1.177], [-1.177, 3.371, -0.574], [-2.621, 3.486, 4.157], [-3.024, 2.125, 3.865], [-4.431, 1.853, 4.038], [-2.507, 1.706, 2.372], [-1.550, 0.786, 2.464], [-0.960, 0.325, 1.448], [-1.200, 0.349, 3.815], [-0.222, -0.571, 4.194], [-0.071, -0.842, 5.539], [-0.872, -0.225, 6.496], [-1.837, 0.705, 6.119], [-1.983, 0.978, 4.781], [0.396, -1.044, 3.440], [0.682, -1.547, 5.861], [-0.739, -0.470, 7.541], [-2.453, 1.201, 6.856]],
  "forces_ev_per_a": [[3.96, -4.55, -6.30], [0.40, 0.13, -0.12], [-0.23, 0.18, -0.11], [0.63, 0.21, 0.43], [-0.13, -0.27, -0.12], [0.32, 0.12, -0.07], [0.14, -0.30, 0.55], [-0.22, 0.05, -0.09], [-0.04, -0.38, -0.03], [-0.29, 0.42, 0.33], [-0.07, 0.09, 0.06], [0.01, -0.15, -0.07], [0.04, -0.08, -0.10], [-0.05, 0.08, 0.18], [-0.06, -0.06, -0.17], [-0.14, 0.15, -0.07], [-0.03, -0.02, 0.12], [-0.10, 0.20, 0.01], [-0.05, -0.04, -0.06], [-0.09, 0.09, 0.06], [0.00, -0.13, -0.13], [0.04, 0.13, 0.19], [0.07, -0.03, -0.09], [0.02, 0.09, 0.13], [-0.09, 0.00, -0.12], [0.26, -0.37, 0.23], [-0.19, 0.30, -0.21], [-0.77, -0.16, 0.22], [-0.34, -0.81, 0.60], [0.63, -0.28, 0.08], [-0.20, 0.24, -0.08], [0.73, 0.27, -0.29], [0.95, 0.27, -0.20], [0.18, -0.14, 0.15], [-0.19, -0.10, -0.07], [-0.06, 0.21, -0.41], [0.27, -0.04, 0.42], [-0.05, -0.17, -0.08], [-0.10, 0.07, 0.10], [0.05, 0.12, -0.04], [-0.06, -0.06, 0.00], [-0.07, 0.02, -0.07], [-0.08, -0.01, -0.04], [0.07, 0.08, 0.05], [0.00, 0.12, 0.13], [0.00, -0.10, -0.01], [-0.02, -0.04, -0.07], [0.14, 0.07, -0.17], [-0.05, 0.03, 0.03], [0.16, -0.38, 0.01], [-0.33, 0.61, 0.12], [0.40, -0.29, 0.00], [0.18, -0.47, 0.36], [-0.87, 0.73, -0.03], [-4.76, 4.47, 4.72], [0.37, -0.45, 1.04], [-0.21, 0.31, -0.41], [0.02, -0.03, 0.32], [-0.08, 0.10, -0.22], [-0.11, 0.06, 0.37], [0.15, -0.01, -1.15], [-0.07, -0.04, 0.08], [0.05, -0.10, -0.01], [-0.01, 0.02, 0.05], [-0.04, 0.01, 0.05]],
  "mulliken_charge": [0.6440, -1.0127, -0.7615, 0.0995, -1.0685, -0.8545, 0.0470, -0.5376, -1.0546, 0.0207, 0.4779, 0.4491, 0.1236, 0.4143, 0.2837, 0.3200, 0.4170, 0.4534, 0.3002, 0.2106, 0.1427, 0.3866, 0.4487, 0.3855, 0.2495, -0.3192, 0.1196, -0.1025, 0.2828, 0.0341, -0.6040, -0.1117, -0.7852, -0.9152, 0.0527, -0.3944, -0.7607, -0.0369, -0.6779, 0.2144, 0.2955, 0.2993, 0.4901, 0.0609, 0.2099, 0.3868, 0.4257, 0.2352, 0.1299, -0.7209, 1.2088, -0.7238, -0.6599, -0.0087, 1.1825, 0.5777, 0.1596, -1.4147, -0.5093, -0.5995, -0.2388, 0.3420, 0.4634, 0.3955, 0.4320],
  "multiplicity": 2,
  "s2": 1.009,
  "orbital_gap_ev": [5.7, 5.7],
  "homo_energy_ev": [-3.3, -3.4],
  "charge": -1
}

=====

DFT total energy? In order: -251.79221 -831.19824 -702.86070 -3313.26868 -360.49252 -4707.88009 hartree.